(1)
The molecule C2H4N2Si2. Source: the OMol25 dataset; level of theory: ωB97M-V/def2-TZVPD.

Its multiplicity is 1. For the HOMO energy, the calculation gives -11.78 eV. The LUMO energy comes out at -0.16 eV. The energy relative to the best compared isomer or geometry (same formula, charge and spin) comes out at 0.0 kcal/mol. The calculation puts the total energy at -767.0624 Eh. Its SMILES is N#C[SiH2][SiH2]C#N.

Element x y z (Å)
N 2.543 -2.038 0.587
C 1.992 -1.157 0.104
Si 1.097 0.305 -0.636
Si -0.812 0.673 0.616
C -2.398 -0.410 -0.112
N -3.272 -1.002 -0.552
H 2.070 1.399 -0.514
H 0.887 -0.029 -2.045
H -1.337 2.039 0.545
H -0.770 0.220 2.008

(2)
A structure of composition C19H36FeIN2O2P2S4. Source: the OMol25 dataset; level of theory: ωB97M-V/def2-TZVPD.

Its multiplicity is 1. For the HOMO energy, the calculation gives -10.30 eV. The LUMO energy comes out at -2.10 eV. As for the charge: +1. The energy relative to the best compared isomer or geometry (same formula, charge and spin) comes out at 5.2 kcal/mol. The calculation puts the total energy at -4842.2914 Eh.

Element x y z (Å)
Fe -0.030 0.399 -0.281
O 0.237 2.004 0.766
N -0.838 2.537 1.392
C -0.677 3.776 1.926
C -1.691 4.377 2.601
C -2.909 3.687 2.733
C -3.048 2.445 2.182
C -1.986 1.833 1.477
S -2.062 0.287 0.754
H 0.296 4.214 1.758
H -1.543 5.363 3.016
H -3.735 4.139 3.266
H -3.970 1.888 2.263
C -1.898 -4.695 0.947
C -0.945 -4.241 2.055
S 0.019 -2.755 1.749
C 1.075 -3.249 0.387
C 0.498 -3.165 -1.032
S -0.295 -1.607 -1.524
C -2.027 -2.044 -1.927
C -2.691 -3.306 -1.385
S -3.009 -3.383 0.386
H -2.510 -5.517 1.317
H -1.348 -5.077 0.091
H -0.278 -5.063 2.327
H -1.518 -3.985 2.949
H 1.428 -4.270 0.551
H 1.935 -2.588 0.470
H -0.244 -3.932 -1.205
H 1.299 -3.336 -1.753
H -2.063 -2.093 -3.016
H -2.600 -1.173 -1.613
H -2.181 -4.214 -1.703
H -3.669 -3.338 -1.868
C 3.273 -0.614 -1.376
P 2.051 0.711 -1.179
C 3.017 2.050 -0.426
C 1.787 1.275 -2.897
C 0.662 2.319 -2.884
P -0.780 1.658 -1.973
C -1.701 3.162 -1.566
C -1.829 0.934 -3.266
H 4.159 -0.237 -1.890
H 2.850 -1.430 -1.965
H 3.552 -0.987 -0.393
H 3.855 2.335 -1.063
H 3.393 1.707 0.538
H 2.377 2.914 -0.243
H 1.492 0.396 -3.478
H 2.707 1.670 -3.332
H 0.371 2.641 -3.885
H 0.990 3.209 -2.337
H -1.863 3.744 -2.474
H -1.136 3.764 -0.855
H -2.664 2.900 -1.128
H -2.032 1.674 -4.041
H -2.772 0.618 -2.822
H -1.342 0.068 -3.717
N 1.933 1.184 2.971
C 2.289 -0.036 2.550
O 1.925 -0.475 1.459
C 3.191 -0.838 3.447
I 2.170 -1.494 5.200
H 1.344 1.725 2.345
H 2.142 1.503 3.902
H 4.029 -0.244 3.801
H 3.539 -1.720 2.924

(3)
A structure of composition C2HFOSm. Source: the OMol25 dataset; level of theory: ωB97M-V/def2-TZVPD.

Its multiplicity is 8. The expectation value of S² is 15.76. For the HOMO energy (alpha / beta), the calculation gives -9.55 / -14.66 eV. The LUMO energy (alpha / beta) comes out at -6.34 / -6.16 eV. As for the charge: +1. The energy relative to the best compared isomer or geometry (same formula, charge and spin) comes out at 109.5 kcal/mol. The calculation puts the total energy at -909.3123 Eh.

Element x y z (Å)
H -2.572 -0.549 0.136
O -2.183 0.613 -0.002
C -1.310 -0.122 0.647
C -0.002 -0.324 0.481
F 0.740 -0.186 1.644
Sm 1.370 -0.578 -1.616

(4)
A structure of composition C18H29AlNO3PSbSe4SiTe. Source: the OMol25 dataset; level of theory: ωB97M-V/def2-TZVPD.

Its multiplicity is 1. For the HOMO energy, the calculation gives -4.02 eV. The LUMO energy comes out at 1.85 eV. As for the charge: -1. The energy relative to the best compared isomer or geometry (same formula, charge and spin) comes out at 41.6 kcal/mol. The calculation puts the total energy at -11971.3784 Eh.

Element x y z (Å)
Al 0.423 -1.704 0.105
C -0.707 -3.975 0.216
C 0.301 -4.845 -0.120
C 1.381 -4.674 0.789
C 1.055 -3.685 1.687
C -0.253 -3.167 1.342
H -1.649 -3.864 -0.301
H 0.302 -5.495 -0.982
H 2.327 -5.194 0.740
H 1.668 -3.325 2.501
H -0.918 -2.718 2.070
C -0.150 1.020 3.915
C -0.713 1.381 2.560
O 0.313 1.912 1.691
P 1.280 0.993 0.845
O 1.187 -0.444 1.309
Te 1.101 -0.790 -3.183
O 2.709 1.599 1.108
C 3.280 1.612 2.435
C 3.267 3.019 2.985
H -0.964 0.717 4.576
H 0.353 1.877 4.365
H 0.551 0.190 3.834
H -1.452 2.176 2.635
H -1.170 0.524 2.074
H 4.294 1.232 2.321
H 2.731 0.920 3.076
H 3.821 3.689 2.327
H 3.735 3.036 3.970
H 2.246 3.387 3.074
Se 2.120 1.758 -5.683
Sb 2.960 -0.391 -6.392
Se -0.664 -2.232 -3.906
Se 3.946 -0.354 -8.562
Se 2.247 -2.097 -1.359
C -3.459 -1.156 -1.968
Si -2.467 -0.419 -0.568
C -3.134 1.317 -0.267
C -3.014 -1.414 0.939
N -0.721 -0.433 -0.686
C -0.020 0.441 -1.595
C 1.126 1.275 -0.926
C 1.107 2.762 -1.192
C 0.279 3.313 -2.072
C -0.713 2.520 -2.790
C -0.876 1.225 -2.526
H -4.519 -1.113 -1.698
H -3.183 -2.200 -2.126
H -3.325 -0.648 -2.923
H -4.223 1.246 -0.187
H -2.902 2.014 -1.071
H -2.762 1.751 0.662
H -4.085 -1.221 1.052
H -2.536 -1.127 1.876
H -2.896 -2.490 0.817
H 2.108 0.898 -1.253
H 1.840 3.362 -0.667
H 0.340 4.374 -2.272
H -1.315 2.999 -3.550
H -1.608 0.636 -3.070

(5)
A structure of composition C19H44MnNO2P2. Source: the OMol25 dataset; level of theory: ωB97M-V/def2-TZVPD.

Its multiplicity is 6. The expectation value of S² is 8.78. For the HOMO energy (alpha / beta), the calculation gives -8.97 / -11.14 eV. The LUMO energy (alpha / beta) comes out at -2.60 / -4.21 eV. As for the charge: +1. The energy relative to the best compared isomer or geometry (same formula, charge and spin) comes out at 5.6 kcal/mol. The calculation puts the total energy at -2788.9534 Eh.

Element x y z (Å)
Mn -0.033 0.023 -0.960
P 0.045 -2.250 -0.779
P 0.046 2.296 -0.476
N 1.840 0.045 -0.855
C 1.719 -2.343 -1.518
H 2.191 -3.285 -1.219
H 1.620 -2.341 -2.615
C 2.599 -1.161 -1.076
H 3.162 -1.400 -0.150
H 3.376 -0.970 -1.836
C 2.601 1.266 -0.923
H 3.371 1.172 -1.709
H 3.179 1.393 0.017
C 1.718 2.493 -1.202
H 1.611 2.628 -2.289
H 2.191 3.393 -0.795
C 0.274 3.137 1.178
C -0.870 2.870 2.151
H -0.579 3.201 3.159
H -1.124 1.807 2.213
H -1.780 3.414 1.869
C -1.142 3.275 -1.500
C -2.512 3.407 -0.824
H -3.255 3.756 -1.555
H -2.493 4.130 0.001
H -2.875 2.449 -0.430
C -1.149 -3.070 -1.914
C -2.517 -3.283 -1.250
H -3.266 -3.541 -2.012
H -2.876 -2.379 -0.740
H -2.488 -4.099 -0.516
C 0.272 -3.280 0.764
C -0.862 -3.115 1.769
H -0.577 -3.583 2.722
H -1.787 -3.591 1.422
H -1.078 -2.063 1.974
C -1.601 -0.004 -0.073
C -0.595 4.619 -1.980
H -0.523 5.346 -1.166
H 0.394 4.523 -2.439
H -1.269 5.036 -2.738
C -0.602 -4.348 -2.552
H -1.276 -4.673 -3.355
H 0.388 -4.196 -2.993
H -0.529 -5.163 -1.825
C 0.590 -4.756 0.530
H 0.929 -5.210 1.472
H -0.301 -5.313 0.217
H 1.385 -4.931 -0.202
C 0.587 4.634 1.117
H -0.309 5.216 0.873
H 0.924 4.979 2.105
H 1.381 4.898 0.411
H 1.169 2.617 1.557
H 1.161 -2.787 1.190
H -1.268 2.633 -2.389
H -1.277 -2.323 -2.716
O -2.513 -0.025 0.689
H -0.250 -0.010 -3.079
H -1.006 0.115 -2.816
C -0.135 -0.349 3.966
C 1.130 0.092 3.261
O 1.168 -0.447 1.945
H -1.053 -0.062 3.431
H -0.183 0.099 4.973
H -0.138 -1.444 4.072
H 1.185 1.186 3.181
H 1.993 -0.276 3.834
H 1.896 -0.075 1.410

(6)
A cluster of 8 separate species, C24H56O12S4 in total. Source: the OMol25 dataset; level of theory: ωB97M-V/def2-TZVPD.

Its multiplicity is 1. For the HOMO energy, the calculation gives -8.85 eV. The LUMO energy comes out at -0.08 eV. The energy relative to the best compared isomer or geometry (same formula, charge and spin) comes out at 61.6 kcal/mol. The calculation puts the total energy at -3443.4435 Eh.

Element x y z (Å)
C -2.093 4.919 1.419
S -2.158 5.746 -0.260
O -1.949 4.615 -1.241
C -0.473 6.496 -0.265
H -1.266 4.252 1.177
H -2.985 4.294 1.452
H -1.953 5.451 2.360
H -0.377 7.447 -0.787
H 0.150 5.740 -0.742
H -0.146 6.621 0.768
C -3.274 -1.635 4.325
S -2.990 -2.547 5.847
O -2.213 -3.797 5.373
C -1.705 -1.468 6.495
H -4.098 -2.042 3.739
H -2.384 -1.856 3.735
H -3.375 -0.556 4.437
H -1.885 -0.395 6.558
H -0.837 -1.461 5.836
H -1.565 -1.737 7.542
C -3.140 3.977 -5.734
S -1.834 3.615 -4.483
O -1.026 2.504 -5.142
C -3.033 2.711 -3.380
H -3.004 3.428 -6.665
H -3.035 5.034 -5.981
H -4.135 3.651 -5.430
H -3.741 2.119 -3.959
H -3.682 3.385 -2.821
H -2.431 2.049 -2.757
C -4.516 -1.183 -2.248
S -5.150 0.523 -1.764
O -6.457 0.563 -2.640
C -5.546 0.178 0.035
H -5.321 -1.894 -2.065
H -3.797 -1.420 -1.464
H -4.057 -1.100 -3.234
H -4.791 -0.420 0.545
H -6.549 -0.249 0.029
H -5.726 1.152 0.489
O -1.019 -0.418 -1.203
C -0.597 0.658 -0.720
O -0.698 0.979 0.566
C -1.208 0.012 1.476
C -0.041 -0.686 2.178
C 0.138 1.722 -1.629
H -1.914 -0.690 1.034
H -1.778 0.754 2.036
H 0.365 -0.044 2.959
H 0.874 -0.712 1.587
H -0.225 -1.617 2.715
H -0.260 2.725 -1.477
H -0.029 1.540 -2.690
H 1.210 1.648 -1.447
O 4.057 -3.877 -2.709
C 2.867 -4.234 -2.711
O 2.002 -4.429 -1.708
C 2.423 -4.037 -0.364
C 2.454 -2.562 -0.232
C 2.194 -4.321 -4.035
H 3.312 -4.613 -0.105
H 1.777 -4.559 0.342
H 2.397 -2.266 0.815
H 1.750 -2.069 -0.902
H 3.418 -2.195 -0.586
H 2.561 -3.556 -4.719
H 1.115 -4.382 -3.893
H 2.333 -5.248 -4.591
O 5.639 2.038 -2.586
C 4.476 1.823 -2.363
O 3.422 2.308 -2.960
C 3.490 3.481 -3.669
C 2.079 3.703 -4.280
C 4.202 0.550 -1.512
H 4.309 3.533 -4.387
H 3.629 4.273 -2.934
H 1.279 3.831 -3.550
H 1.786 2.844 -4.884
H 1.990 4.537 -4.975
H 3.763 -0.246 -2.114
H 3.713 0.865 -0.590
H 5.122 0.048 -1.212
O 3.451 -5.550 4.435
C 3.617 -4.447 3.905
O 3.136 -3.242 4.331
C 2.630 -3.023 5.603
C 1.302 -3.666 5.810
C 4.234 -4.334 2.552
H 2.515 -2.000 5.962
H 3.238 -3.510 6.366
H 0.797 -3.297 6.703
H 1.313 -4.753 5.737
H 0.679 -3.357 4.970
H 3.660 -3.634 1.945
H 4.411 -5.181 1.890
H 5.185 -3.830 2.720

(7)
A structure of composition C18H39NOP2SiZr. Source: the OMol25 dataset; level of theory: ωB97M-V/def2-TZVPD.

Its multiplicity is 1. For the HOMO energy, the calculation gives -6.45 eV. The LUMO energy comes out at 0.15 eV. The calculation puts the total energy at -1858.5424 Eh.

Element x y z (Å)
Zr 0.023 -0.231 -0.436
Si -0.313 -2.897 -1.141
P 2.763 -0.441 -0.380
P -2.700 0.188 -0.412
H 1.560 1.212 -3.283
C 3.717 1.127 -0.304
H 4.794 0.920 -0.412
H 3.539 1.628 0.657
H 3.392 1.787 -1.120
C 3.460 -1.132 -1.926
H 4.558 -1.148 -1.858
H 3.160 -0.502 -2.775
H 3.083 -2.151 -2.082
C 3.595 -1.417 0.925
H 4.669 -1.513 0.714
H 3.150 -2.419 0.983
H 3.466 -0.913 1.893
C -3.424 1.873 -0.321
H -4.523 1.814 -0.362
H -3.068 2.473 -1.170
H -3.126 2.369 0.613
C -3.553 -0.405 -1.921
H -4.633 -0.219 -1.833
H -3.373 -1.478 -2.064
H -3.168 0.137 -2.796
C -3.624 -0.636 0.933
H -4.707 -0.521 0.786
H -3.341 -0.186 1.893
H -3.370 -1.703 0.960
C -0.311 -2.895 -3.057
H 0.552 -2.326 -3.436
H -1.239 -2.439 -3.436
H -0.245 -3.929 -3.434
H 0.748 -3.877 -0.759
H -1.577 -3.604 -0.771
C 0.568 1.626 -3.061
O 0.229 1.226 -1.728
C 0.692 3.136 -3.168
H 0.619 3.475 -4.210
H 1.662 3.465 -2.786
H -0.084 3.661 -2.600
C -0.398 1.069 -4.090
H -1.371 1.568 -4.006
H -0.574 -0.009 -3.996
H -0.017 1.233 -5.107
C -0.351 2.514 2.443
C -0.313 1.344 3.370
C -0.509 1.504 4.735
C -0.375 0.416 5.608
C -0.030 -0.841 5.097
C 0.113 -1.060 3.733
C 0.514 -2.401 3.195
C -0.052 0.044 2.835
N 0.059 -0.104 1.520
H -1.383 2.781 2.163
H 0.190 2.336 1.500
H 0.109 3.381 2.936
H -0.753 2.503 5.102
H -0.518 0.546 6.682
H 0.148 -1.688 5.759
H 1.522 -2.367 2.750
H 0.542 -3.118 4.030
H -0.174 -2.787 2.425

(8)
A cluster of 7 separate species, C7H21N7O14 in total. Source: the OMol25 dataset; level of theory: ωB97M-V/def2-TZVPD.

Its multiplicity is 1. For the HOMO energy, the calculation gives -10.54 eV. The LUMO energy comes out at -0.07 eV. The energy relative to the best compared isomer or geometry (same formula, charge and spin) comes out at 12.0 kcal/mol. The calculation puts the total energy at -1715.2890 Eh. Its SMILES is C[N+](=O)[O-].C[N+](=O)[O-].C[N+](=O)[O-].C[N+](=O)[O-].C[N+](=O)[O-].C[N+](=O)[O-].C[N+](=O)[O-].

Element x y z (Å)
C -24.030 -12.711 -9.561
N -24.305 -12.401 -8.145
O -23.447 -11.884 -7.484
O -25.370 -12.765 -7.706
H -23.274 -12.011 -9.926
H -24.925 -12.502 -10.137
H -23.584 -13.681 -9.753
C -22.919 -12.085 -3.452
N -21.849 -12.606 -2.540
O -22.093 -13.608 -1.900
O -20.768 -12.058 -2.570
H -22.541 -11.263 -4.054
H -23.800 -11.738 -2.924
H -23.079 -12.926 -4.121
C -27.824 -18.666 -8.383
N -28.070 -18.569 -6.904
O -28.932 -19.329 -6.485
O -27.425 -17.775 -6.247
H -27.841 -19.710 -8.673
H -26.843 -18.255 -8.606
H -28.639 -18.126 -8.854
C -28.829 -12.057 -2.669
N -27.872 -13.026 -3.247
O -26.702 -12.884 -2.972
O -28.300 -13.907 -3.960
H -28.637 -12.034 -1.602
H -29.819 -12.414 -2.936
H -28.671 -11.086 -3.130
C -26.937 -16.949 -2.981
N -28.225 -17.492 -2.420
O -28.481 -17.196 -1.269
O -28.941 -18.125 -3.154
H -26.237 -16.966 -2.154
H -27.158 -15.919 -3.241
H -26.726 -17.577 -3.838
C -21.434 -16.585 -7.153
N -22.806 -16.647 -7.733
O -23.193 -15.644 -8.301
O -23.415 -17.687 -7.695
H -20.784 -16.522 -8.017
H -21.294 -17.502 -6.588
H -21.422 -15.776 -6.432
C -25.356 -15.139 -5.555
N -24.296 -15.390 -4.514
O -24.508 -15.119 -3.363
O -23.209 -15.736 -4.942
H -24.916 -14.508 -6.320
H -26.189 -14.730 -4.995
H -25.546 -16.113 -6.001

(9)
A structure of composition C28H29BHgN6OSi. Source: the OMol25 dataset; level of theory: ωB97M-V/def2-TZVPD.

Its multiplicity is 1. For the HOMO energy, the calculation gives -8.67 eV. The LUMO energy comes out at -1.04 eV. The energy relative to the best compared isomer or geometry (same formula, charge and spin) comes out at 45.2 kcal/mol. The calculation puts the total energy at -1955.8978 Eh.

Element x y z (Å)
H 0.361 2.760 -1.096
N -0.297 1.396 -2.570
B -0.576 0.105 -4.784
N -0.273 1.381 -3.943
C 0.245 2.560 -4.376
Hg -1.042 -0.192 -1.118
H 0.374 2.715 -5.421
C 0.554 3.341 -3.262
H 0.961 4.313 -3.267
C 0.213 2.551 -2.138
H -0.298 0.250 -5.939
C -1.767 -2.175 -0.382
H -1.590 -2.216 0.680
H -1.071 -2.855 -0.877
H -2.751 -2.464 -0.693
N -2.051 -0.349 -4.629
N 0.319 -1.021 -4.146
N -2.488 -0.649 -3.378
N 0.436 -1.214 -2.797
C -3.045 -0.444 -5.553
C 1.276 -1.755 -4.760
H -2.872 -0.250 -6.602
H 1.362 -1.652 -5.838
C -4.215 -0.809 -4.847
C 1.990 -2.412 -3.792
C -3.817 -0.898 -3.490
C 1.447 -2.039 -2.557
H -5.177 -0.965 -5.236
H 2.830 -3.066 -3.970
H -4.424 -1.099 -2.605
H 1.783 -2.273 -1.540
H -2.655 -0.982 -0.401
O 0.844 0.319 0.248
Si 0.752 0.270 1.839
C 1.046 -1.448 2.579
C 0.277 -2.018 3.606
C 0.512 -3.337 4.038
C 1.549 -4.087 3.465
C 2.341 -3.519 2.473
C 2.095 -2.211 2.028
C 2.022 1.494 2.453
C 1.843 2.847 2.111
C 2.817 3.793 2.432
C 3.968 3.403 3.109
C 4.181 2.049 3.403
C 3.196 1.095 3.087
C -0.867 0.746 2.740
C -2.115 0.195 2.410
C -3.304 0.673 2.969
C -3.262 1.684 3.954
C -2.029 2.161 4.352
C -0.844 1.717 3.767
H -0.500 -1.428 4.094
H -0.124 -3.767 4.812
H 1.721 -5.107 3.797
H 3.160 -4.090 2.021
H 2.738 -1.766 1.254
H 0.913 3.178 1.631
H 2.667 4.842 2.166
H 4.725 4.134 3.391
H 5.096 1.716 3.885
H 3.321 0.060 3.370
H -2.178 -0.626 1.673
H -4.257 0.307 2.591
H -4.189 2.046 4.379
H -1.971 2.953 5.115
H 0.118 2.133 4.090